Formula: C25H31Cl2FNO6P
Source: OMol25
Level of theory: wB97M-V/def2-TZVPD

Summary:
**Largest force on an atom**: 10.15 eV Å⁻¹
**SMILES string**: CC(=O)N(C(C)=O)[C@]1(CCCCl)OC(=O)O[C@@]1(C[C@@H](C)F)P(O)Cl.c1ccccc1.c1ccccc1
**Relative energy (zero: lowest compared OMol25 entry of this formula, charge and spin)**: 8.848 eV
**2S+1**: 1
**HOMO-LUMO gap**: 8.5 eV
**Highest occupied orbital energy**: -9.54 eV
**E_tot**: -77245.214 eV

Cartesian coordinates (Å):
C1 3.382 -2.901 -0.263
C2 1.827 -3.495 -0.433
O1 1.788 -4.772 -0.906
N1 0.638 -2.622 -0.164
C3 -0.094 -2.439 -1.410
C4 0.459 -1.225 -2.428
O2 -1.111 -3.134 -1.955
C5 0.007 -2.703 1.149
C6 0.951 -1.855 2.251
C7 0.710 -0.252 2.265
C8 0.462 0.469 0.819
Cl1 2.133 0.903 0.132
O3 0.317 -4.102 1.639
C9 -0.748 -5.037 1.166
O4 -0.679 -6.380 1.110
O5 -1.847 -4.123 0.771
C10 -1.619 -2.794 1.453
C11 -2.717 -1.869 0.701
C12 -3.282 -0.548 1.460
C13 -4.927 -0.599 1.763
F1 -2.646 -0.155 2.718
P1 -1.993 -3.423 3.268
O6 -1.570 -2.279 4.478
Cl2 -4.140 -3.721 3.242
H1 3.996 -3.585 0.459
H2 3.879 -2.781 -1.342
H3 3.360 -1.816 0.196
H4 1.470 -0.762 -2.064
H5 -0.373 -0.450 -2.700
H6 0.720 -1.805 -3.439
H7 2.113 -2.031 2.053
H8 0.746 -2.408 3.288
H9 -0.131 0.124 3.025
H10 1.713 0.234 2.700
H11 -0.249 -0.096 0.084
H12 -0.072 1.511 1.055
H13 -2.460 -1.535 -0.394
H14 -3.673 -2.578 0.563
H15 -3.167 0.383 0.720
H16 -5.411 -1.072 0.807
H17 -5.190 -1.132 2.770
H18 -5.284 0.533 1.898
H19 -1.031 -1.502 4.159
C14 -0.610 1.611 -6.834
C15 -1.161 0.503 -6.193
C16 -1.958 0.676 -5.061
C17 -2.212 1.959 -4.577
C18 -1.664 3.068 -5.222
C19 -0.859 2.894 -6.347
H20 0.014 1.475 -7.714
H21 -0.969 -0.497 -6.574
H22 -2.382 -0.189 -4.558
H23 -2.837 2.095 -3.699
H24 -1.863 4.069 -4.845
H25 -0.427 3.758 -6.846
C20 3.954 3.606 2.844
C21 2.892 3.766 1.955
C22 2.324 5.025 1.764
C23 2.825 6.128 2.456
C24 3.890 5.969 3.343
C25 4.451 4.708 3.541
H26 4.394 2.624 2.995
H27 2.506 2.908 1.410
H28 1.492 5.148 1.076
H29 2.386 7.110 2.304
H30 4.281 6.829 3.881
H31 5.277 4.584 4.236

Formula: C25H31CrN10O5S2
Source: OMol25
Level of theory: wB97M-V/def2-TZVPD

Summary:
**Largest force on an atom**: 0.90 eV Å⁻¹
**Relative energy (zero: lowest compared OMol25 entry of this formula, charge and spin)**: 0.000 eV
**2S+1**: 4
**HOMO-LUMO gap (alpha / beta)**: 5.1 / 5.3 eV
**Total charge**: +2
**Highest occupied orbital energy (alpha / beta)**: -11.82 / -11.82 eV
**E_tot**: -101644.310 eV

Cartesian coordinates (Å):
Cr1 -0.088 0.197 -0.001
N1 -3.531 5.778 4.217
C1 -2.900 4.677 3.889
C2 -1.831 4.140 4.677
C3 -1.213 2.988 4.317
C4 -1.627 2.302 3.143
C5 -2.689 2.822 2.350
C6 -3.308 3.968 2.708
S1 -0.768 0.991 2.638
O1 -0.028 0.317 3.663
O2 -1.539 0.116 1.683
N2 0.323 1.342 1.427
C7 1.396 1.978 0.955
N3 2.124 2.926 1.522
C8 3.093 3.427 0.769
C9 3.365 2.996 -0.538
C10 2.582 1.985 -1.040
N4 1.599 1.450 -0.302
H1 -3.246 6.308 5.024
H2 -4.279 6.148 3.583
H3 -1.526 4.664 5.574
H4 -0.411 2.582 4.919
H5 -3.018 2.273 1.477
H6 -4.122 4.385 2.134
H7 3.686 4.214 1.220
H8 4.144 3.456 -1.127
H9 2.712 1.603 -2.047
N5 4.434 -1.816 -0.990
C11 2.936 -1.770 -0.721
C12 2.202 -2.202 -1.986
C13 0.693 -2.403 -1.789
N6 -0.042 -1.101 -1.752
C14 0.393 -3.239 -0.546
C15 1.135 -2.783 0.709
N7 0.593 -1.490 1.191
C16 2.637 -2.685 0.455
H10 4.712 -1.170 -1.734
H11 4.727 -2.755 -1.275
H12 4.968 -1.571 -0.152
H13 2.728 -0.729 -0.473
H14 2.603 -3.169 -2.310
H15 2.383 -1.500 -2.805
H16 0.343 -2.954 -2.663
H17 -1.019 -1.297 -1.971
H18 0.261 -0.526 -2.538
H19 0.670 -4.274 -0.754
H20 -0.684 -3.253 -0.358
H21 0.987 -3.533 1.488
H22 1.130 -1.139 1.986
H23 -0.321 -1.664 1.616
H24 3.004 -3.693 0.234
H25 3.150 -2.344 1.359
O3 -5.365 6.512 2.381
S2 -4.777 7.197 1.209
O4 -3.333 7.133 1.222
O5 -5.392 8.440 0.863
C17 -5.270 6.010 -0.079
N8 -6.507 6.033 -0.571
C18 -6.843 5.041 -1.383
C19 -5.977 3.991 -1.696
C20 -4.714 4.093 -1.153
N9 -4.351 5.104 -0.371
C21 -3.614 3.108 -1.249
C22 -3.800 1.728 -1.200
C23 -2.705 0.921 -0.981
N10 -1.451 1.403 -0.892
C24 -1.265 2.730 -1.037
C25 -2.310 3.601 -1.195
H26 -7.846 5.070 -1.793
H27 -6.284 3.180 -2.342
H28 -4.790 1.293 -1.225
H29 -2.838 -0.141 -0.805
H30 -0.248 3.089 -0.973
H31 -2.142 4.669 -1.208

Formula: C25H31FN4
Source: OMol25
Level of theory: wB97M-V/def2-TZVPD

Summary:
**Largest force on an atom**: 0.82 eV Å⁻¹
**SMILES string**: CN(Cc1cn(C)nc1-c1ccccc1F)CC1CCN(Cc2ccccc2)CC1
**Relative energy (zero: lowest compared OMol25 entry of this formula, charge and spin)**: 0.000 eV
**2S+1**: 1
**HOMO-LUMO gap**: 9.2 eV
**Highest occupied orbital energy**: -8.46 eV
**E_tot**: -35105.822 eV

Cartesian coordinates (Å):
C1 -1.062 -2.934 1.717
N1 -0.659 -1.665 1.147
C2 -0.946 -0.555 2.042
C3 -1.087 0.771 1.289
C4 -1.432 1.914 2.240
C5 -1.609 3.212 1.456
N2 -2.664 3.054 0.475
C6 -2.327 2.023 -0.487
C7 -2.181 0.684 0.229
H1 -3.128 0.435 0.710
H2 -1.939 -0.102 -0.485
H3 -3.136 1.963 -1.219
H4 -1.390 2.254 -1.027
C8 -3.092 4.307 -0.132
C9 -2.031 4.999 -0.953
C10 -1.148 5.896 -0.362
C11 -0.130 6.476 -1.098
C12 0.021 6.168 -2.439
C13 -0.858 5.284 -3.041
C14 -1.875 4.705 -2.303
H5 -2.562 4.021 -2.782
H6 -0.751 5.045 -4.090
H7 0.816 6.620 -3.014
H8 0.547 7.172 -0.623
H9 -1.264 6.147 0.683
H10 -3.420 4.964 0.680
H11 -3.958 4.081 -0.760
H12 -1.894 4.016 2.140
H13 -0.646 3.486 0.986
H14 -0.646 2.043 2.987
H15 -2.365 1.684 2.758
H16 -0.141 1.012 0.792
H17 -0.176 -0.456 2.828
H18 -1.897 -0.766 2.537
C15 0.739 -1.707 0.744
C16 0.920 -2.596 -0.441
C17 0.110 -2.674 -1.554
N3 0.609 -3.645 -2.345
N4 1.687 -4.203 -1.819
C18 1.903 -3.590 -0.661
C19 3.022 -3.951 0.203
C20 3.336 -5.283 0.466
C21 4.388 -5.641 1.287
C22 5.159 -4.651 1.870
C23 4.871 -3.319 1.625
C24 3.816 -2.975 0.800
H19 3.609 -1.936 0.593
H20 5.474 -2.545 2.076
H21 5.983 -4.921 2.513
H22 4.588 -6.687 1.462
F1 2.582 -6.266 -0.065
C25 0.112 -4.082 -3.617
H23 -0.929 -4.397 -3.534
H24 0.722 -4.925 -3.936
H25 0.184 -3.282 -4.357
H26 -0.770 -2.123 -1.812
H27 1.386 -2.054 1.570
H28 1.048 -0.691 0.479
H29 -0.545 -3.158 2.664
H30 -2.136 -2.924 1.896
H31 -0.836 -3.729 1.008

Formula: C25H31FN5O2PtS2
Source: OMol25
Level of theory: wB97M-V/def2-TZVPD

Summary:
**Largest force on an atom**: 0.87 eV Å⁻¹
**Relative energy (zero: lowest compared OMol25 entry of this formula, charge and spin)**: 1.129 eV
**2S+1**: 5
**HOMO-LUMO gap (alpha / beta)**: 7.6 / 5.6 eV
**Total charge**: +1
**Highest occupied orbital energy (alpha / beta)**: -10.39 / -11.01 eV
**E_tot**: -65596.814 eV

Cartesian coordinates (Å):
Pt1 0.627 -0.314 0.341
C1 3.412 1.115 -0.382
N1 2.798 -0.166 -0.057
C2 3.491 -1.244 -0.100
C3 2.782 -2.481 0.071
C4 3.250 -3.836 0.209
C5 2.137 -4.573 0.418
C6 1.000 -3.635 0.385
N2 1.413 -2.412 0.167
C7 2.823 1.630 -1.680
C8 2.641 2.999 -1.839
C9 2.130 3.510 -3.023
C10 1.799 2.654 -4.066
C11 1.984 1.286 -3.918
C12 2.489 0.776 -2.727
H1 4.499 1.018 -0.434
H2 3.141 1.803 0.416
H3 4.560 -1.230 -0.299
H4 4.276 -4.166 0.159
H5 2.067 -5.638 0.577
H6 -0.053 -3.852 0.512
H7 2.894 3.669 -1.025
H8 1.993 4.578 -3.134
H9 1.406 3.052 -4.993
H10 1.741 0.614 -4.732
H11 2.634 -0.294 -2.631
C13 0.084 -1.746 2.938
O1 0.723 -0.615 2.404
H12 0.003 -1.585 4.018
H13 0.659 -2.672 2.805
H14 -0.927 -1.906 2.549
C14 -0.291 4.001 1.691
S1 0.332 2.513 2.420
C15 1.457 3.220 3.591
O2 1.223 1.880 1.370
H15 -0.846 4.559 2.446
H16 -0.958 3.698 0.884
H17 0.547 4.581 1.303
H18 0.888 3.807 4.314
H19 2.176 3.843 3.058
H20 1.956 2.392 4.090
C16 -4.445 -3.598 2.000
C17 -4.077 -4.183 0.638
C18 -3.166 -3.273 -0.136
N3 -2.134 -2.688 0.364
N4 -1.468 -1.888 -0.547
C19 -2.017 -1.907 -1.723
N5 -1.530 -1.204 -2.779
S2 -3.416 -2.910 -1.815
H21 -5.069 -4.297 2.556
H22 -4.995 -2.663 1.887
H23 -3.550 -3.393 2.586
H24 -4.975 -4.377 0.049
H25 -3.578 -5.147 0.762
H26 -0.846 -0.496 -2.567
H27 -2.110 -1.049 -3.583
F1 -4.000 3.547 -1.051
C20 -2.985 2.708 -0.767
C21 -3.082 1.899 0.348
C22 -2.032 1.034 0.638
C23 -0.909 0.987 -0.186
C24 -0.835 1.827 -1.291
C25 -1.882 2.696 -1.594
H28 -3.966 1.947 0.971
H29 -2.103 0.391 1.508
H30 0.050 1.844 -1.915
H31 -1.842 3.359 -2.450

Formula: C25H31I2N4O8P
Source: OMol25
Level of theory: wB97M-V/def2-TZVPD

Summary:
**Largest force on an atom**: 6.55 eV Å⁻¹
**2S+1**: 1
**HOMO-LUMO gap**: 7.9 eV
**Highest occupied orbital energy**: -9.12 eV
**E_tot**: -74249.481 eV

Cartesian coordinates (Å):
C1 -1.733 -4.665 -0.438
O1 -2.081 -3.325 -0.898
C2 -3.090 -2.719 -0.058
C3 -3.101 -1.111 -0.067
C4 -2.649 -0.431 -1.449
C5 -1.151 0.147 -1.493
C6 -0.727 1.062 -0.240
C7 0.503 0.503 0.622
C8 0.146 -1.078 0.857
N1 -0.099 -2.247 1.054
C9 1.925 0.467 -0.103
C10 2.401 1.706 -1.001
C11 2.110 3.179 -0.446
I1 1.811 1.591 -3.142
C12 0.436 1.140 2.106
I2 -0.329 3.179 2.255
C13 -0.672 0.248 2.908
N2 -1.511 -0.402 3.495
P1 1.999 1.012 3.147
O2 3.089 2.043 2.842
O3 1.638 1.182 4.833
O4 2.649 -0.586 3.010
H1 -2.240 -4.968 0.542
H2 -2.053 -5.461 -1.222
H3 -0.598 -4.717 -0.285
H4 -3.030 -3.041 1.057
H5 -4.134 -3.090 -0.416
H6 -2.542 -0.734 0.867
H7 -4.209 -0.800 0.103
H8 -3.401 0.372 -1.794
H9 -2.708 -1.260 -2.262
H10 -1.115 0.846 -2.418
H11 -0.387 -0.689 -1.753
H12 -0.518 2.137 -0.621
H13 -1.682 1.172 0.413
H14 2.820 0.211 0.593
H15 1.877 -0.445 -0.825
H16 3.558 1.618 -1.059
H17 1.117 3.645 -0.766
H18 2.296 3.173 0.683
H19 2.934 3.867 -0.893
H20 0.691 1.429 4.956
H21 2.207 -1.181 3.663
C14 6.228 -3.112 3.589
C15 4.903 -2.847 3.256
C16 4.239 -3.655 2.339
C17 4.912 -4.732 1.763
C18 6.242 -4.998 2.086
C19 6.899 -4.182 3.003
N3 4.210 -5.601 0.815
O5 3.050 -5.326 0.540
O6 4.823 -6.556 0.354
H22 6.741 -2.482 4.310
H23 4.386 -2.011 3.715
H24 3.205 -3.437 2.088
H25 6.775 -5.831 1.639
H26 7.933 -4.383 3.264
C20 -5.560 6.394 -3.487
C21 -6.262 5.220 -3.745
C22 -5.594 4.000 -3.771
C23 -4.220 3.967 -3.531
C24 -3.511 5.140 -3.279
C25 -4.187 6.356 -3.258
N4 -3.517 2.682 -3.532
O7 -4.169 1.676 -3.776
O8 -2.316 2.689 -3.285
H27 -6.086 7.344 -3.462
H28 -7.331 5.256 -3.924
H29 -6.153 3.092 -3.974
H30 -2.441 5.124 -3.096
H31 -3.645 7.275 -3.059

Formula: C25H31IMnO3PSSb
Source: OMol25
Level of theory: wB97M-V/def2-TZVPD

Summary:
**Largest force on an atom**: 3.61 eV Å⁻¹
**Relative energy (zero: lowest compared OMol25 entry of this formula, charge and spin)**: 1.977 eV
**2S+1**: 6
**HOMO-LUMO gap (alpha / beta)**: 6.0 / 7.2 eV
**Highest occupied orbital energy (alpha / beta)**: -6.65 / -8.03 eV
**E_tot**: -98651.071 eV

Cartesian coordinates (Å):
Mn1 -1.619 -0.636 -1.817
O1 -1.296 0.838 -3.034
S1 -1.563 1.824 -1.974
O2 -2.352 2.947 -2.360
O3 -2.085 1.080 -0.800
C1 0.080 2.417 -1.544
C2 0.301 3.779 -1.504
C3 1.582 4.255 -1.277
C4 2.626 3.359 -1.094
C5 2.401 1.994 -1.129
C6 1.115 1.503 -1.370
P1 0.761 -0.288 -1.456
C7 1.315 -0.792 -3.118
C8 0.913 -2.082 -3.477
C9 1.213 -2.577 -4.731
C10 1.901 -1.779 -5.634
C11 2.296 -0.501 -5.278
C12 2.010 0.001 -4.019
C13 2.130 -0.903 -0.407
C14 3.222 -1.595 -0.920
C15 4.259 -1.968 -0.080
C16 4.206 -1.673 1.273
C17 3.105 -1.011 1.794
C18 2.073 -0.631 0.957
H1 -0.534 4.447 -1.659
H2 1.764 5.317 -1.247
H3 3.628 3.728 -0.924
H4 3.221 1.304 -0.982
H5 0.352 -2.679 -2.754
H6 0.894 -3.571 -5.006
H7 2.126 -2.158 -6.619
H8 2.830 0.115 -5.986
H9 2.323 1.001 -3.747
H10 3.267 -1.831 -1.974
H11 5.115 -2.482 -0.493
H12 5.021 -1.959 1.922
H13 3.060 -0.787 2.850
H14 1.208 -0.109 1.353
C19 -0.016 1.091 3.973
C20 -0.854 -0.160 3.826
Sb1 -1.877 -0.300 1.800
C21 -3.481 -1.728 2.360
C22 -3.633 -2.036 3.836
C23 -3.100 1.529 2.038
C24 -3.844 1.648 3.353
H15 0.464 1.110 4.953
H16 -0.628 1.988 3.885
H17 0.772 1.142 3.220
H18 -1.643 -0.188 4.568
H19 -0.242 -1.053 3.921
H20 -3.281 -2.650 1.814
H21 -4.399 -1.290 1.958
H22 -2.723 -2.473 4.239
H23 -4.437 -2.758 3.974
H24 -3.875 -1.148 4.413
H25 -3.788 1.526 1.195
H26 -2.415 2.365 1.902
H27 -4.570 0.846 3.466
H28 -4.385 2.595 3.379
H29 -3.162 1.628 4.203
I1 -2.759 -2.299 -3.385
C25 -1.703 -2.021 -0.334
H30 -0.772 -2.505 -0.008
H31 -2.517 -2.754 -0.286

Formula: C25H31InN6O3
Source: OMol25
Level of theory: wB97M-V/def2-TZVPD

Summary:
**Largest force on an atom**: 4.44 eV Å⁻¹
**Relative energy (zero: lowest compared OMol25 entry of this formula, charge and spin)**: 0.000 eV
**2S+1**: 1
**HOMO-LUMO gap**: 2.0 eV
**Total charge**: +2
**Highest occupied orbital energy**: -12.57 eV
**E_tot**: -46661.921 eV

Cartesian coordinates (Å):
In1 15.593 -32.334 30.415
O1 12.922 -32.273 26.332
C1 13.622 -32.293 27.448
O2 13.902 -31.282 28.083
O3 14.099 -33.302 28.027
H1 12.453 -31.438 26.257
N1 10.713 -29.194 30.846
C2 11.890 -29.193 30.149
C3 11.901 -28.039 29.427
C4 10.799 -27.294 29.852
C5 9.997 -28.086 30.607
H2 10.429 -29.879 31.532
H3 12.480 -30.097 30.149
H4 12.604 -27.618 28.723
H5 10.722 -26.276 29.498
H6 8.986 -28.126 30.987
N2 9.881 -30.350 26.066
C6 10.579 -30.278 24.917
C7 11.823 -29.717 25.121
C8 11.767 -29.322 26.436
C9 10.538 -29.704 27.042
H7 8.928 -30.682 26.027
H8 10.045 -30.676 24.067
H9 12.587 -29.476 24.398
H10 12.594 -28.802 26.895
H11 10.157 -29.534 28.038
N3 13.227 -36.966 30.304
C10 12.911 -37.312 31.576
C11 12.180 -36.293 32.181
C12 11.921 -35.395 31.241
C13 12.802 -35.626 30.178
H12 13.686 -37.490 29.573
H13 13.200 -38.287 31.939
H14 11.852 -36.286 33.210
H15 11.230 -34.580 31.396
H16 12.914 -35.084 29.250
N4 10.991 -35.230 24.761
C14 10.420 -34.535 25.812
C15 9.551 -35.323 26.490
C16 9.473 -36.505 25.749
C17 10.401 -36.420 24.697
H17 11.607 -34.891 24.035
H18 10.768 -33.536 26.033
H19 9.060 -35.145 27.435
H20 8.797 -37.320 25.960
H21 10.568 -37.054 23.840
N5 17.279 -31.889 26.646
C18 16.922 -30.840 27.501
C19 17.887 -30.670 28.409
C20 18.730 -31.741 28.202
C21 18.411 -32.441 27.008
H22 16.693 -32.151 25.867
H23 15.986 -30.360 27.254
H24 17.949 -29.905 29.168
H25 19.525 -31.926 28.909
H26 18.908 -33.283 26.547
N6 15.172 -32.670 24.639
C22 15.927 -33.797 24.474
C23 16.946 -33.440 23.576
C24 16.719 -32.148 23.176
C25 15.734 -31.538 23.961
H27 14.350 -32.542 25.212
H28 15.760 -34.627 25.145
H29 17.611 -34.140 23.092
H30 17.122 -31.639 22.313
H31 15.357 -30.526 23.998